Entry 1:
One molecule with the formula C2HClO at a distorted geometry, computed with ωB97M-V/def2-TZVPD.

- SMILES: ClC1=CO1
- Kohn-Sham gap: 9.5 eV
- Relative energy (zero: lowest compared OMol25 entry of this formula, charge and spin): 294.57 kJ/mol

XYZ file:
```
5
Properties=species:S:1:pos:R:3:lowdin_charge:R:1
Cl 2.05 0.58 -0.02 0.7860
C 0.50 0.00 0.00 -0.9566
C -0.76 0.29 0.04 0.1525
O 0.01 -1.24 -0.01 -0.0575
H -1.80 0.36 -0.02 0.0755
```



Entry 2:
C2HCuFO as an isolated structure at a distorted geometry, computed with ωB97M-V/def2-TZVPD.

- ⟨S²⟩: 0.764
- Spin multiplicity: 2
- Kohn-Sham gap (spin up / spin down): 7.0 / 6.7 eV
- Relative energy (zero: lowest compared OMol25 entry of this formula, charge and spin): 226.53 kJ/mol

XYZ file:
```
6
Properties=species:S:1:pos:R:3:lowdin_charge:R:1
H 0.80 1.39 0.91 0.1629
O 0.38 1.25 -0.03 -0.1588
C 0.69 -0.07 0.03 -0.2070
C -0.23 -1.00 -0.27 -0.2437
F 0.08 -2.32 -0.14 -0.0745
Cu -1.72 0.75 -0.50 0.5212
```



Entry 3:
C2HCuO2 as an isolated structure at a distorted geometry, computed with ωB97M-V/def2-TZVPD.

- ⟨S²⟩: 2.013
- Spin multiplicity: 3
- Kohn-Sham gap (spin up / spin down): 6.3 / 8.0 eV
- Relative energy (zero: lowest compared OMol25 entry of this formula, charge and spin): 23.31 kJ/mol

XYZ file:
```
6
Properties=species:S:1:pos:R:3:lowdin_charge:R:1
O 0.30 1.88 -1.06 0.0059
C 0.62 0.84 -0.48 -0.1275
C -0.57 -0.57 -0.01 -0.2613
O -0.32 -1.03 1.17 -0.2134
H -1.65 -0.42 -0.24 0.0990
Cu 1.61 -0.70 0.62 0.4973
```



Entry 4:
One molecule with the formula C2HF2N at a distorted geometry, computed with ωB97M-V/def2-TZVPD.

- SMILES: N#CC(F)F
- Kohn-Sham gap: 13.4 eV
- Relative energy (zero: lowest compared OMol25 entry of this formula, charge and spin): 53.75 kJ/mol

XYZ file:
```
6
Properties=species:S:1:pos:R:3:lowdin_charge:R:1
N -1.14 1.68 0.40 0.2149
C -0.35 0.85 0.16 -0.1380
C 0.48 -0.24 0.14 -0.3751
F -0.44 -1.25 0.45 0.0618
F 1.09 -0.47 -1.05 0.0862
H 1.28 0.00 0.79 0.1502
```



Entry 5:
C2HF3I2 as an isolated structure at a distorted geometry, computed with ωB97M-V/def2-TZVPD.

- Kohn-Sham gap: 9.5 eV
- Relative energy (zero: lowest compared OMol25 entry of this formula, charge and spin): 140.85 kJ/mol

XYZ file:
```
8
Properties=species:S:1:pos:R:3:lowdin_charge:R:1
C 1.02 0.11 -0.19 -0.7500
C -0.84 -0.26 0.37 -0.9117
F 1.37 -0.97 -0.97 -0.1047
F -0.75 0.14 1.70 -0.0283
F -1.09 -1.54 0.33 0.0206
I 1.09 1.98 -1.07 0.8748
I -2.22 0.74 -0.94 0.8183
H 1.43 -0.21 0.77 0.0810
```



Entry 6:
A 2-piece molecular cluster, C2HF3O2 overall at a distorted geometry, computed with ωB97M-V/def2-TZVPD.

- Kohn-Sham gap: 11.5 eV
- Relative energy (zero: lowest compared OMol25 entry of this formula, charge and spin): 272.70 kJ/mol

XYZ file:
```
8
Properties=species:S:1:pos:R:3:lowdin_charge:R:1
C 0.03 1.26 0.39 -0.6335
C -0.36 -1.37 -0.73 -0.0622
O -0.98 0.63 0.35 0.1260
O 1.27 0.95 0.11 0.1636
F 0.14 2.53 0.64 0.1858
F -0.12 -2.20 0.31 0.0114
F -1.50 -1.82 -1.11 0.0994
H 1.52 0.02 0.03 0.1096
```



Entry 7:
One molecule with the formula C2HF3O2 at a distorted geometry, computed with ωB97M-V/def2-TZVPD.

- Kohn-Sham gap: 9.3 eV
- Relative energy (zero: lowest compared OMol25 entry of this formula, charge and spin): 628.13 kJ/mol

XYZ file:
```
8
Properties=species:S:1:pos:R:3:lowdin_charge:R:1
C 0.07 0.11 -0.75 -0.2177
C 0.28 0.32 0.78 -0.2456
O -0.92 -2.13 -0.78 -0.1077
O -0.47 -0.91 -1.24 0.0086
F 0.25 1.14 -1.51 0.2186
F -0.66 1.13 1.30 0.0829
F 1.49 0.97 0.95 0.0801
H -0.04 -0.65 1.25 0.1807
```



Entry 8:
One molecule with the formula C2HF4P at a distorted geometry, computed with ωB97M-V/def2-TZVPD.

- SMILES: F/P=C/C(F)(F)F
- Kohn-Sham gap: 10.1 eV
- Relative energy (zero: lowest compared OMol25 entry of this formula, charge and spin): 188.90 kJ/mol

XYZ file:
```
8
Properties=species:S:1:pos:R:3:lowdin_charge:R:1
F 2.76 -1.29 0.06 -0.4240
P 1.42 -0.80 1.01 0.9559
C 0.41 -0.41 -0.20 -0.3207
C -0.98 0.51 0.09 -0.6091
F -0.63 1.82 0.48 0.0255
F -2.03 0.51 0.97 0.0823
F -1.54 0.46 -1.05 0.1604
H 0.59 -0.80 -1.34 0.1297
```



Entry 9:
One molecule with the formula C2HF6OP at a distorted geometry, computed with ωB97M-V/def2-TZVPD.

- SMILES: OP(C(F)(F)F)C(F)(F)F
- Kohn-Sham gap: 7.9 eV
- Relative energy (zero: lowest compared OMol25 entry of this formula, charge and spin): 0.00 kJ/mol

XYZ file:
```
11
Properties=species:S:1:pos:R:3:lowdin_charge:R:1
O -0.16 -1.07 1.81 -0.2624
P 0.34 0.15 0.80 1.0845
C 2.07 0.33 0.16 -0.7086
F 2.33 -0.65 -0.74 0.0819
F 2.31 1.59 -0.32 0.1026
F 2.92 0.11 1.18 0.0748
C -0.89 1.41 0.21 -0.7142
F -1.00 1.38 -1.16 0.0686
F -0.51 2.65 0.58 0.0976
F -2.08 1.11 0.77 0.0996
H 0.49 -1.19 2.53 0.0754
```



Entry 10:
One molecule with the formula C2HFN2O at a distorted geometry, computed with ωB97M-V/def2-TZVPD.

- SMILES: Fc1ncno1
- Kohn-Sham gap: 12.2 eV
- Relative energy (zero: lowest compared OMol25 entry of this formula, charge and spin): 126.68 kJ/mol

XYZ file:
```
7
Properties=species:S:1:pos:R:3:lowdin_charge:R:1
F -1.07 -0.67 1.54 0.1386
C -0.22 -0.34 0.53 -0.3965
N 0.97 -0.73 0.05 0.1525
C 1.09 0.18 -1.10 -0.1577
N 0.08 0.91 -1.18 0.0503
O -0.63 0.68 -0.11 0.0623
H 2.09 0.32 -1.65 0.1505
```



Entry 11:
C2HFN2O as an isolated structure at a distorted geometry, computed with ωB97M-V/def2-TZVPD.

- Kohn-Sham gap: 11.8 eV
- Relative energy (zero: lowest compared OMol25 entry of this formula, charge and spin): 45.72 kJ/mol

XYZ file:
```
7
Properties=species:S:1:pos:R:3:lowdin_charge:R:1
C 1.00 -0.12 -0.03 -0.3860
C -0.96 0.41 -0.04 -0.2335
H -1.90 0.95 0.00 0.1239
N 0.25 1.01 0.02 0.1768
N -1.01 -0.88 0.05 0.0806
O 0.30 -1.23 -0.02 0.0679
F 2.32 -0.14 0.02 0.1702
```



Entry 12:
A 2-piece molecular cluster, C2HFN2O overall at a distorted geometry, computed with ωB97M-V/def2-TZVPD.

- SMILES: [O-][N+]#CF.C#N
- Kohn-Sham gap: 9.3 eV
- Relative energy (zero: lowest compared OMol25 entry of this formula, charge and spin): 430.13 kJ/mol

XYZ file:
```
7
Properties=species:S:1:pos:R:3:lowdin_charge:R:1
O -1.37 0.11 1.25 0.0068
N -1.46 -0.69 0.38 -0.0822
C -1.11 -1.02 -0.71 -0.0957
F -1.05 -2.07 -1.47 0.1183
C 1.70 1.17 0.18 -0.0404
N 0.74 1.72 0.50 0.0896
H 2.55 0.77 -0.13 0.0036
```



Entry 13:
A 2-piece molecular cluster, C2HFN2O overall at a distorted geometry, computed with ωB97M-V/def2-TZVPD.

- SMILES: C#[N+][O-].N#CF
- Kohn-Sham gap: 10.4 eV
- Relative energy (zero: lowest compared OMol25 entry of this formula, charge and spin): 359.61 kJ/mol

XYZ file:
```
7
Properties=species:S:1:pos:R:3:lowdin_charge:R:1
C 1.15 1.42 0.10 0.1372
N 1.46 0.69 -0.76 -0.2116
O 1.62 -0.38 -1.28 -0.0011
H 0.63 2.20 0.51 0.0488
N -1.63 -0.22 1.00 0.1607
C -1.59 -1.26 0.48 -0.2866
F -1.64 -2.45 -0.05 0.1527
```



Entry 14:
One molecule with the formula C2HFN2O2 at a distorted geometry, computed with ωB97M-V/def2-TZVPD.

- SMILES: N#C[C@@H](F)[N+](=O)[O-]
- Kohn-Sham gap: 11.6 eV
- Relative energy (zero: lowest compared OMol25 entry of this formula, charge and spin): 425.75 kJ/mol

XYZ file:
```
8
Properties=species:S:1:pos:R:3:lowdin_charge:R:1
N -2.04 -1.28 0.19 0.2155
C -1.26 -0.46 0.08 -0.1351
C -0.20 0.49 -0.01 -0.3297
F -0.24 1.19 1.06 0.1223
N 1.08 -0.28 -0.10 -0.3661
O 1.37 -0.72 -1.20 0.1133
O 1.76 -0.20 0.86 0.1593
H -0.47 1.26 -0.87 0.2206
```



Entry 15:
One molecule with the formula C2HFN2O2, computed with ωB97M-V/def2-TZVPD.

- SMILES: Oc1nnc(F)o1
- Kohn-Sham gap: 10.5 eV
- Relative energy (zero: lowest compared OMol25 entry of this formula, charge and spin): 99.29 kJ/mol

XYZ file:
```
8
Properties=species:S:1:pos:R:3:lowdin_charge:R:1
O -2.22 -0.60 0.00 0.1627
C -1.02 -0.04 0.00 -0.4826
N -0.70 1.20 0.01 0.1080
N 0.71 1.21 -0.01 0.1269
C 1.05 -0.01 0.00 -0.4544
F 2.24 -0.52 0.00 0.1906
O 0.03 -0.90 0.00 0.2129
H -2.89 0.09 -0.01 0.1359
```



Entry 16:
One molecule with the formula C2HFN2OS at a distorted geometry, computed with ωB97M-V/def2-TZVPD.

- SMILES: Fc1onnc1S
- Kohn-Sham gap: 9.7 eV
- Relative energy (zero: lowest compared OMol25 entry of this formula, charge and spin): 255.61 kJ/mol

XYZ file:
```
8
Properties=species:S:1:pos:R:3:lowdin_charge:R:1
F 0.96 -0.18 1.70 0.1073
C -0.12 -0.21 0.87 -0.3982
O -1.23 -0.87 0.98 0.0981
N -1.98 -0.61 -0.12 0.0661
N -1.24 0.04 -1.02 0.0923
C -0.15 0.30 -0.34 -0.6275
S 1.50 0.69 -1.00 0.8027
H 1.31 1.03 -2.28 -0.1407
```



Entry 17:
A 2-piece molecular cluster, C2HFO2 overall at a distorted geometry, computed with ωB97M-V/def2-TZVPD.

- Kohn-Sham gap (spin up / spin down): 10.7 / 6.4 eV
- Relative energy (zero: lowest compared OMol25 entry of this formula, charge and spin): 372.57 kJ/mol

XYZ file:
```
6
Properties=species:S:1:pos:R:3:lowdin_charge:R:1
C 1.83 -0.12 0.16 -0.0665
C -1.59 0.11 0.12 -0.2240
O 1.89 -1.29 0.25 0.0233
O -2.31 -0.77 -0.21 0.1233
F -1.99 1.36 0.21 0.0813
H 2.18 0.70 -0.53 0.0626
```



Entry 18:
C2HFO2Sn as an isolated structure at a distorted geometry, computed with ωB97M-V/def2-TZVPD.

- ⟨S²⟩: 0.761
- Total charge: +1
- Spin multiplicity: 2
- Kohn-Sham gap (spin up / spin down): 9.4 / 7.3 eV
- Relative energy (zero: lowest compared OMol25 entry of this formula, charge and spin): 163.56 kJ/mol

XYZ file:
```
7
Properties=species:S:1:pos:R:3:lowdin_charge:R:1
C -0.37 0.41 0.41 -0.0951
C -1.41 -0.15 -0.22 -0.0582
O -2.21 -0.89 -0.62 0.3051
Sn 2.11 0.15 -0.83 1.3545
F 0.52 1.17 -0.39 -0.2383
H -0.32 0.62 1.48 0.1503
O 1.68 -1.32 0.17 -0.4183
```



Entry 19:
C2HGdO3 as an isolated structure at a distorted geometry, computed with ωB97M-V/def2-TZVPD.

- ⟨S²⟩: 20.283
- Total charge: +3
- Spin multiplicity: 9
- Kohn-Sham gap (spin up / spin down): 2.9 / 5.1 eV
- Relative energy (zero: lowest compared OMol25 entry of this formula, charge and spin): 106.82 kJ/mol

XYZ file:
```
7
Properties=species:S:1:pos:R:3:lowdin_charge:R:1
C -1.31 1.02 0.74 0.4053
O -0.46 1.83 0.47 0.3234
C 1.19 -0.03 -0.71 -0.2340
O 0.42 -0.95 -0.54 -0.0103
O 2.12 0.57 -0.99 0.4722
Gd -0.23 -3.26 -0.73 1.8128
H -1.73 0.84 1.76 0.2306
```



Entry 20:
C2HI2O3 as an isolated structure at a distorted geometry, computed with ωB97M-V/def2-TZVPD.

- Total charge: -1
- Kohn-Sham gap: 7.8 eV
- Relative energy (zero: lowest compared OMol25 entry of this formula, charge and spin): 0.00 kJ/mol

XYZ file:
```
8
Properties=species:S:1:pos:R:3:lowdin_charge:R:1
C -1.49 -0.18 -0.34 -0.8367
C 0.85 0.27 0.30 -1.1133
O -2.15 -0.37 -1.33 0.0082
O -1.61 -0.09 0.87 -0.0266
O -0.17 0.19 -0.89 -0.2769
I 1.70 -1.78 0.28 0.5902
I 2.47 1.58 -0.19 0.6471
H 0.42 0.39 1.31 0.0080
```